(1)
The following is a DFT calculation (ωB97M-V with the def2-TZVPD basis set) of 2 unconnected molecules or ions with the total composition C3H8S at a distorted geometry.

```
12
C3H8S ωB97M-V with the def2-TZVPD basis set
C -0.70686 1.18811 0.92773
C -0.33239 0.46300 -0.31794
C 0.36181 -0.87465 -0.10877
S 0.14635 -2.07629 -1.59888
H -1.68514 0.90110 1.31191
H -0.04266 0.87633 1.69552
H -0.59568 2.25093 0.87703
H 1.17538 1.42886 -0.67237
H -1.07942 0.60215 -1.22219
H 1.47464 -0.74292 -0.19336
H 0.01567 -1.21976 0.84062
H 1.26829 -2.79685 -1.53931
```

The value obtained for the LUMO energy is 0.34 eV. For the energy above the lowest of the compared OMol25 structures with the same formula, charge and spin, the calculation gives 344.2 kJ/mol. The highest occupied orbital energy comes out at -9.01 eV. The HOMO-LUMO gap comes out at 9.353 eV.

---

(2)
The following is a DFT calculation (ωB97M-V with the def2-TZVPD basis set) of 2 unconnected molecules or ions with the total composition C3H8S2 at a distorted geometry.

```
13
C3H8S2 ωB97M-V with the def2-TZVPD basis set
C -1.64872 -0.55805 0.64991
C -2.15456 0.63799 0.42962
H -1.98577 -1.49839 0.23654
H -0.94399 -0.76831 1.44001
H -3.03092 0.79581 -0.19485
H -1.90672 1.52227 1.00717
C 1.58587 1.05513 -0.49099
S 1.62889 -0.45219 0.54979
S 2.35743 -1.82504 -0.82125
H 0.68854 1.57659 -0.19104
H 1.44588 0.75216 -1.52713
H 2.55987 1.51780 -0.41219
H 1.40419 -2.75577 -0.67560
```

The value obtained for the LUMO energy is 0.57 eV. For the energy above the lowest of the compared OMol25 structures with the same formula, charge and spin, the calculation gives 150.4 kJ/mol. The highest occupied orbital energy comes out at -8.49 eV. The HOMO-LUMO gap comes out at 9.060 eV.